w | {"formula": "C15H22N2O4", "method": "ωB97M-V/def2-TZVPD", "orbital_gap_ha": 0.314, "smiles": "CC[C@H](C)[C@H](NC(=O)[C@@H](N)Cc1ccc(O)cc1)C(=O)O", "molar_mass_g_mol": 294.35, "symbols": ["C", "C", "C", "C", "C", "N", "C", "O", "C", "N", "C", "C", "C", "C", "C", "O", "C", "C", "C", "O", "O", "H", "H", "H", "H", "H", "H", "H", "H", "H", "H", "H", "H", "H", "H", "H", "H", "H", "H", "H", "H", "H", "H"], "coordinates": [[-0.90, -2.32, -0.88], [-2.31, -2.36, -0.21], [-2.34, -1.01, 0.67], [-3.37, -0.95, 2.03], [-2.48, 0.18, -0.28], [-2.16, 1.49, 0.35], [-1.10, 2.31, 0.27], [-1.20, 3.41, 0.72], [0.15, 1.76, -0.33], [0.97, 2.82, -0.94], [1.08, 1.05, 0.71], [2.41, 0.45, 0.36], [3.37, 1.21, -0.23], [4.73, 0.84, -0.47], [5.12, -0.49, -0.15], [6.38, -0.90, -0.40], [4.08, -1.28, 0.34], [2.77, -0.94, 0.61], [-3.89, 0.24, -0.82], [-4.83, 0.70, -0.28], [-4.08, -0.47, -1.90], [-0.51, -1.38, -1.42], [-0.24, -2.68, -0.07], [-0.97, -3.15, -1.64], [-3.18, -2.43, -0.88], [-2.37, -3.16, 0.57], [-1.39, -1.01, 1.23], [-4.44, -0.80, 1.99], [-2.85, -0.24, 2.72], [-3.29, -1.90, 2.60], [-1.69, -0.07, -1.13], [-3.10, 1.98, 0.49], [-0.02, 1.24, -1.21], [1.14, 2.71, -1.98], [0.62, 3.76, -0.59], [1.36, 1.78, 1.51], [0.44, 0.27, 1.12], [2.98, 2.21, -0.41], [5.38, 1.72, -0.64], [6.79, 0.00, -0.59], [4.29, -2.35, 0.60], [2.03, -1.60, 1.13], [-3.36, -0.64, -2.58]], "mulliken_charge": [-0.833, -0.684, 0.128, -1.374, 0.780, -0.101, 0.335, -0.681, 0.212, -0.568, -0.379, 0.220, -0.528, -0.547, 0.657, -0.555, -0.399, -0.514, 0.029, -0.530, -0.545, 0.325, 0.234, 0.311, 0.405, 0.333, 0.058, 0.327, 0.327, 0.403, -0.186, 0.315, 0.270, 0.225, 0.233, 0.297, 0.029, 0.495, 0.228, 0.293, 0.247, 0.313, 0.397]}



x | {"formula": "C15H22N2O4", "method": "ωB97M-V/def2-TZVPD", "orbital_gap_ha": 0.359, "smiles": "O=C([C@H](CO)NC(=O)[C@H]1C[C@@]2(C1)C[C@]21CC1)N1CCCO1", "molar_mass_g_mol": 294.35, "symbols": ["O", "C", "C", "C", "O", "N", "C", "O", "C", "C", "C", "C", "C", "C", "C", "C", "N", "C", "C", "C", "O", "H", "H", "H", "H", "H", "H", "H", "H", "H", "H", "H", "H", "H", "H", "H", "H", "H", "H", "H", "H", "H", "H"], "coordinates": [[1.61, -2.62, -1.87], [2.27, -1.74, -1.33], [1.82, -1.11, -0.02], [2.29, -1.96, 1.17], [3.71, -1.98, 1.16], [0.38, -1.07, -0.05], [-0.34, -0.20, 0.70], [0.20, 0.61, 1.44], [-1.83, -0.25, 0.52], [-2.48, 1.08, 0.04], [-3.53, 0.91, 1.14], [-2.68, -0.16, 1.81], [-5.03, 0.87, 0.93], [-4.39, 1.93, 1.74], [-4.57, 2.56, 3.07], [-4.40, 3.41, 1.81], [3.42, -1.33, -1.87], [3.87, -1.68, -3.21], [4.96, -0.64, -3.48], [4.55, 0.49, -2.54], [4.09, -0.20, -1.37], [2.21, -0.10, 0.09], [1.90, -1.50, 2.08], [1.87, -2.96, 1.06], [4.01, -2.45, 1.94], [-0.08, -1.75, -0.65], [-2.13, -1.09, -0.11], [-1.83, 1.93, 0.24], [-2.83, 1.11, -0.99], [-3.19, -1.07, 2.13], [-2.09, 0.24, 2.63], [-5.41, 1.11, -0.06], [-5.58, 0.10, 1.46], [-5.56, 2.53, 3.51], [-3.75, 2.54, 3.77], [-3.46, 3.92, 1.68], [-5.27, 3.95, 1.45], [4.23, -2.71, -3.24], [3.03, -1.59, -3.90], [5.93, -1.02, -3.17], [5.01, -0.34, -4.52], [5.35, 1.14, -2.23], [3.72, 1.07, -2.96]], "mulliken_charge": [-0.719, -0.003, 0.295, -0.896, -0.494, -0.220, -0.333, -0.711, 1.044, -1.303, 1.022, -1.373, -1.091, 0.643, -0.645, -0.700, 0.302, -0.581, -0.477, -0.385, -0.333, 0.503, 0.429, 0.323, 0.340, 0.334, 0.496, 0.320, 0.322, 0.339, 0.317, 0.247, 0.256, 0.248, 0.246, 0.244, 0.251, 0.294, 0.287, 0.281, 0.327, 0.291, 0.263]}



y | {"formula": "C15H22N2O4", "method": "ωB97M-V/def2-TZVPD", "orbital_gap_ha": 0.358, "smiles": "CC[C@H](C)[C@H](NC(=O)[C@@H](N)Cc1ccc(O)cc1)C(=O)O", "molar_mass_g_mol": 294.35, "symbols": ["C", "C", "C", "C", "C", "N", "C", "O", "C", "N", "C", "C", "C", "C", "C", "O", "C", "C", "C", "O", "O", "H", "H", "H", "H", "H", "H", "H", "H", "H", "H", "H", "H", "H", "H", "H", "H", "H", "H", "H", "H", "H", "H"], "coordinates": [[-4.64, -1.45, -0.19], [-3.29, -0.88, -0.69], [-2.23, -1.05, 0.33], [-2.66, -0.60, 1.72], [-0.96, -0.39, -0.19], [-1.13, 0.74, -1.05], [-0.34, 1.86, -1.16], [-0.26, 2.42, -2.28], [0.35, 2.45, 0.07], [-0.31, 2.07, 1.35], [1.91, 2.46, 0.10], [2.67, 1.18, -0.01], [3.35, 0.73, -1.11], [3.98, -0.55, -1.12], [3.98, -1.35, 0.01], [4.57, -2.59, 0.08], [3.24, -0.92, 1.10], [2.62, 0.33, 1.07], [-0.10, -1.47, -1.00], [-0.45, -1.88, -2.10], [0.91, -1.91, -0.43], [-5.11, -0.55, 0.26], [-5.42, -1.58, -0.93], [-4.65, -2.34, 0.41], [-3.53, 0.17, -0.94], [-3.02, -1.43, -1.55], [-2.08, -2.19, 0.37], [-1.90, -0.98, 2.40], [-3.67, -0.94, 2.02], [-2.57, 0.49, 1.72], [-0.31, -0.22, 0.68], [-1.43, 0.42, -1.93], [0.04, 3.56, -0.01], [-1.34, 2.22, 1.26], [-0.09, 2.74, 2.09], [2.16, 2.91, 1.11], [2.16, 3.08, -0.79], [3.26, 1.29, -2.07], [4.30, -0.98, -2.03], [5.40, -2.65, -0.43], [3.10, -1.56, 2.03], [1.98, 0.58, 1.96], [1.50, -1.22, -0.13]], "mulliken_charge": [-1.581, -0.434, 0.094, -1.419, 0.541, -0.018, -0.149, -0.716, 0.530, -0.588, -1.347, 0.752, -0.157, -0.612, 0.610, -0.528, -0.496, -0.486, 0.129, -0.625, -0.505, 0.403, 0.373, 0.342, 0.201, 0.448, 0.227, 0.390, 0.472, 0.139, 0.434, 0.369, 0.333, 0.240, 0.277, 0.306, 0.393, 0.307, 0.425, 0.354, 0.267, 0.117, 0.184]}



Of them, y has the highest stability.



w | {"formula": "C4H8ClNO", "method": "ωB97M-V/def2-TZVPD", "orbital_gap_ha": [0.295, 0.277], "molar_mass_g_mol": 121.57, "symbols": ["C", "C", "C", "C", "N", "O", "Cl", "H", "H", "H", "H", "H", "H", "H", "H"], "coordinates": [[-1.44, 0.46, 1.56], [0.02, 0.25, 1.72], [0.36, 0.34, 0.24], [0.30, -0.68, -1.93], [0.21, -0.72, -0.50], [0.67, 1.57, -0.20], [1.50, -2.19, 0.08], [-2.06, -0.37, 1.27], [-1.82, 1.46, 1.45], [0.52, 1.04, 2.28], [0.28, -0.73, 2.10], [-0.55, -0.09, -2.30], [1.24, -0.26, -2.31], [0.20, -1.70, -2.30], [0.58, 1.64, -1.17]], "mulliken_charge": [-0.899, -0.233, 0.541, -1.107, -0.252, -0.483, -0.294, 0.368, 0.345, 0.284, 0.252, 0.450, 0.371, 0.302, 0.355]}



x | {"formula": "C4H8ClNO", "method": "ωB97M-V/def2-TZVPD", "orbital_gap_ha": 0.363, "molar_mass_g_mol": 121.57, "symbols": ["C", "C", "C", "C", "N", "O", "Cl", "H", "H", "H", "H", "H", "H", "H", "H"], "coordinates": [[0.55, -1.12, 0.58], [-0.88, -1.59, 0.66], [-0.49, -0.46, -0.26], [0.18, 2.19, -0.44], [-0.91, 0.80, 0.21], [-0.52, -0.64, -1.65], [-2.50, 1.20, -0.35], [0.95, -0.57, 1.41], [1.27, -1.76, 0.08], [-1.15, -2.54, 0.22], [-1.44, -1.33, 1.54], [-0.18, 2.37, -1.43], [-0.03, 2.96, 0.28], [1.16, 1.76, -0.38], [0.17, -1.25, -1.91]], "mulliken_charge": [-0.700, -0.541, 0.645, -0.623, -0.305, -0.556, -0.134, 0.264, 0.254, 0.235, 0.250, 0.311, 0.278, 0.273, 0.350]}



y | {"formula": "C4H8ClNO", "method": "ωB97M-V/def2-TZVPD", "orbital_gap_ha": 0.358, "smiles": "NC/C=C(/Cl)CO", "molar_mass_g_mol": 121.57, "symbols": ["N", "C", "C", "C", "Cl", "C", "O", "H", "H", "H", "H", "H", "H", "H", "H"], "coordinates": [[0.19, 2.79, 0.16], [0.09, 1.72, 1.17], [-0.70, 0.38, 0.72], [-0.24, -0.69, 0.16], [-1.14, -2.08, -0.44], [1.21, -0.65, -0.23], [1.49, 0.50, -0.97], [-0.82, 3.00, -0.30], [0.51, 1.97, -0.57], [-0.70, 2.02, 2.06], [1.08, 1.44, 1.75], [-1.80, 0.47, 0.96], [1.31, -1.40, -1.00], [1.95, -1.00, 0.59], [2.47, 0.82, -0.34]], "mulliken_charge": [-0.640, -0.587, -0.407, 0.432, -0.206, -0.597, -0.615, 0.309, 0.385, 0.255, 0.274, 0.331, 0.376, 0.274, 0.415]}



z | {"formula": "C4H8ClNO", "method": "ωB97M-V/def2-TZVPD", "orbital_gap_ha": 0.340, "molar_mass_g_mol": 121.57, "symbols": ["C", "C", "C", "C", "N", "O", "Cl", "H", "H", "H", "H", "H", "H", "H", "H"], "coordinates": [[-1.10, -0.28, -0.40], [-0.66, 0.88, 0.50], [0.24, -0.27, 0.06], [1.63, -0.17, -0.44], [0.51, -1.47, 1.76], [2.07, -1.38, -0.99], [-1.01, -1.41, 2.56], [-1.86, -0.98, -0.16], [-1.16, 0.01, -1.47], [-0.42, 1.92, 0.12], [-0.86, 0.93, 1.55], [2.21, 0.24, 0.44], [1.85, 0.47, -1.30], [0.77, -2.40, 1.48], [2.07, -1.86, -0.17]], "mulliken_charge": [-0.640, -0.667, 0.873, -0.616, -0.480, -0.489, -0.139, 0.242, 0.220, 0.221, 0.250, 0.276, 0.356, 0.260, 0.332]}



Of them, x has the highest stability.



w | {"formula": "C3H10OS", "method": "ωB97M-V/def2-TZVPD", "orbital_gap_ha": 0.325, "smiles": "CCSC.O", "molar_mass_g_mol": 94.18, "symbols": ["C", "C", "S", "C", "H", "H", "H", "H", "H", "H", "H", "H", "O", "H", "H"], "coordinates": [[-0.12, -1.62, 1.22], [0.59, -1.14, -0.10], [-0.60, -1.26, -1.45], [-0.68, 0.45, -1.89], [0.71, -1.86, 1.89], [-0.82, -2.47, 1.20], [-0.65, -0.73, 1.61], [1.43, -1.80, -0.37], [0.98, -0.11, -0.01], [0.32, 0.90, -2.04], [-1.15, 0.93, -1.02], [-1.30, 0.67, -2.78], [0.13, 2.50, 1.45], [0.11, 2.85, 0.53], [1.05, 2.68, 1.76]], "mulliken_charge": [-0.936, -0.367, -0.124, -0.752, 0.284, 0.322, 0.260, 0.334, 0.203, 0.261, 0.207, 0.311, -0.646, 0.324, 0.317]}



x | {"formula": "C3H10OS", "method": "ωB97M-V/def2-TZVPD", "orbital_gap_ha": 0.347, "smiles": "CCCS.O", "molar_mass_g_mol": 94.18, "symbols": ["C", "C", "C", "S", "H", "H", "H", "H", "H", "H", "H", "H", "O", "H", "H"], "coordinates": [[0.00, 0.00, 0.00], [0.58, -0.11, 1.34], [0.94, -1.52, 1.84], [-0.34, -2.52, 2.66], [0.83, 0.11, -0.71], [-0.65, 0.89, -0.08], [-0.59, -0.89, -0.28], [1.43, 0.59, 1.45], [-0.18, 0.17, 2.09], [1.47, -2.11, 1.07], [1.68, -1.25, 2.63], [-0.70, -3.13, 1.51], [3.09, -1.19, 1.67], [4.07, -1.26, 1.76], [2.77, -2.12, 1.73]], "mulliken_charge": [-1.115, -0.233, -0.602, -0.199, 0.283, 0.320, 0.278, 0.300, 0.292, 0.234, 0.256, 0.113, -0.607, 0.279, 0.402]}



y | {"formula": "C3H10OS", "method": "ωB97M-V/def2-TZVPD", "orbital_gap_ha": 0.337, "smiles": "CCSC.O", "molar_mass_g_mol": 94.18, "symbols": ["C", "C", "S", "C", "H", "H", "H", "H", "H", "H", "H", "H", "O", "H", "H"], "coordinates": [[0.39, -0.06, -0.23], [-0.48, 0.61, 0.87], [0.36, 1.89, 1.78], [0.38, 3.17, 0.51], [0.49, 0.59, -1.11], [-0.10, -1.00, -0.54], [1.40, -0.30, 0.15], [-0.81, -0.17, 1.59], [-1.38, 1.02, 0.38], [0.85, 4.09, 0.89], [-0.65, 3.41, 0.18], [0.95, 2.82, -0.37], [-0.36, -5.56, -1.70], [-0.78, -5.92, -0.88], [-0.26, -4.60, -1.52]], "mulliken_charge": [-0.959, -0.402, -0.088, -0.798, 0.289, 0.260, 0.302, 0.303, 0.271, 0.316, 0.258, 0.250, -0.651, 0.325, 0.326]}



Of them, y has the highest stability.



w | {"formula": "C4H14N", "method": "ωB97M-V/def2-TZVPD", "charge": 1, "orbital_gap_ha": 0.417, "molar_mass_g_mol": 76.16, "symbols": ["C", "N", "H", "H", "H", "H", "H", "H", "C", "C", "C", "H", "H", "H", "H", "H", "H", "H", "H"], "coordinates": [[0.77, 1.12, -1.76], [1.00, 1.71, -0.38], [1.45, 1.69, -2.37], [-0.29, 1.26, -1.94], [0.96, 0.05, -1.82], [1.93, 1.46, -0.03], [0.86, 2.71, -0.31], [0.38, 1.27, 0.31], [-1.56, -0.13, 1.07], [-0.81, -1.17, 0.24], [0.42, -1.79, 0.92], [-0.87, 0.39, 1.74], [-2.07, 0.56, 0.40], [-2.35, -0.56, 1.67], [-1.41, -2.03, -0.09], [-0.53, -0.77, -0.74], [0.76, -2.68, 0.38], [0.13, -2.18, 1.90], [1.22, -1.07, 0.91]], "mulliken_charge": [-0.859, -0.177, 0.377, 0.401, 0.363, 0.398, 0.394, 0.041, -1.384, -0.024, -0.995, 0.407, 0.348, 0.369, 0.395, 0.014, 0.348, 0.352, 0.232]}



x | {"formula": "C4H14N", "method": "ωB97M-V/def2-TZVPD", "charge": 1, "orbital_gap_ha": 0.400, "molar_mass_g_mol": 76.16, "symbols": ["C", "C", "H", "H", "H", "H", "H", "H", "C", "N", "C", "H", "H", "H", "H", "H", "H", "H", "H"], "coordinates": [[2.10, -1.21, -1.35], [2.26, -2.66, -0.82], [2.04, -1.24, -2.45], [2.80, -0.49, -0.89], [1.07, -0.84, -1.10], [1.28, -3.15, -0.88], [3.08, -3.09, -1.42], [2.64, -2.71, 0.26], [-2.47, 1.63, -0.10], [-1.16, 1.04, 0.41], [-0.75, 1.21, 1.87], [-2.37, 1.75, -1.17], [-3.31, 0.86, 0.03], [-2.59, 2.61, 0.24], [-0.41, 1.43, -0.14], [-1.22, 0.00, 0.22], [-0.18, 2.10, 2.07], [-0.02, 0.47, 2.31], [-1.56, 1.18, 2.49]], "mulliken_charge": [-0.414, -0.816, 0.303, 0.314, -0.186, 0.289, 0.265, 0.253, -0.880, -0.200, -0.900, 0.387, 0.314, 0.392, 0.377, 0.378, 0.370, 0.341, 0.411]}



Of them, w has the highest stability.